[1]
The following is a DFT calculation (ωB97M-V/def2-TZVPD) of a structure of composition C31H37BrN7O2P2V at a distorted geometry.

Positions of all 81 atoms, in Å:
1 V -0.32663 0.05521 -0.00864
2 N -0.37345 -0.19540 4.30349
3 C 0.15908 0.45236 3.27000
4 N -0.21098 -0.16958 2.16502
5 C -0.99964 -1.18793 2.62092
6 N -1.12361 -1.24840 3.91277
7 C -1.62240 -2.04301 1.61449
8 C -2.48939 -3.08476 1.87605
9 N -3.06288 -3.77424 0.89336
10 C -2.76446 -3.42493 -0.35630
11 C -1.89212 -2.38963 -0.63335
12 N -1.30677 -1.69300 0.35645
13 H -0.28278 0.01420 5.28692
14 H 0.78033 1.33271 3.34773
15 H -2.71990 -3.35746 2.89968
16 H -3.23834 -3.97655 -1.15955
17 H -1.65088 -2.12030 -1.64741
18 C -0.75521 -0.89038 -3.66794
19 P -0.13131 0.37678 -2.51530
20 C 1.69029 0.30174 -2.82822
21 N 2.09337 0.39776 -4.07382
22 C 3.42337 0.49798 -4.30211
23 C 3.89670 0.59454 -5.63374
24 C 5.22993 0.74928 -5.85197
25 C 6.15108 0.81344 -4.76618
26 C 5.72636 0.71013 -3.47896
27 C 4.34380 0.53633 -3.22208
28 N 3.91606 0.37063 -1.94961
29 C 2.62393 0.22881 -1.75676
30 P 2.06748 -0.22049 -0.06829
31 C 2.98408 0.93525 0.99114
32 C 2.75276 -1.93274 0.22569
33 C 2.44691 -2.32499 1.68035
34 C 4.26013 -2.01299 -0.01097
35 C 2.02571 -2.88153 -0.73918
36 C -0.69442 1.99928 -3.27998
37 C -2.22649 2.07368 -3.12430
38 C 0.02034 3.15351 -2.56704
39 C -0.37334 2.06648 -4.77778
40 H -0.32128 -0.67955 -4.64195
41 H -1.84257 -0.85968 -3.73159
42 H -0.43359 -1.88676 -3.36395
43 H 3.18209 0.55532 -6.44782
44 H 5.60228 0.83094 -6.86583
45 H 7.20578 0.94129 -4.97587
46 H 6.41326 0.74701 -2.64125
47 H 4.01894 0.95634 0.65798
48 H 2.94041 0.63077 2.03619
49 H 2.55359 1.93128 0.88849
50 H 2.99661 -1.70792 2.39539
51 H 2.76066 -3.36025 1.83864
52 H 1.38371 -2.26886 1.91305
53 H 4.81942 -1.31926 0.62134
54 H 4.53323 -1.82624 -1.04714
55 H 4.58071 -3.02792 0.24566
56 H 0.95890 -2.95010 -0.51896
57 H 2.44132 -3.88755 -0.64025
58 H 2.15352 -2.58004 -1.78340
59 H -2.58915 1.83181 -2.13135
60 H -2.71991 1.40018 -3.82844
61 H -2.55699 3.08844 -3.36110
62 H -0.08790 3.13709 -1.48325
63 H -0.40049 4.09595 -2.92664
64 H 1.08639 3.15870 -2.80666
65 H -0.92771 1.32384 -5.35552
66 H 0.68786 1.96230 -4.99706
67 H -0.69596 3.05335 -5.12484
68 Br -1.32017 7.13146 1.43950
69 C -2.30129 5.58159 1.03767
70 C -3.67654 5.65878 0.87188
71 C -4.40428 4.51150 0.57599
72 C -3.76157 3.29369 0.44115
73 C -2.38105 3.23329 0.60833
74 C -1.64120 4.37708 0.90756
75 C -1.68793 1.96374 0.41522
76 O -2.26735 0.86711 0.14487
77 O -0.37808 1.88515 0.49620
78 H -4.17655 6.61462 0.97332
79 H -5.47707 4.57628 0.45305
80 H -4.31655 2.39275 0.21304
81 H -0.56901 4.32230 1.03686

Atoms 1-6, force components in eV/Å:
-0.351 0.610 0.541
-0.048 -0.051 0.374
0.013 -0.066 -0.059
-0.264 -0.155 -0.096
-0.017 -0.189 -0.556
0.235 0.351 0.171

Calculated values
Spin multiplicity   3
Charge   +2
Highest occupied orbital energy (spin up / spin down)   -13.63 / -13.63 eV
Frontier orbital gap (spin up / spin down)   6.6 / 6.9 eV
Maximum force   1.51 eV Å⁻¹

[2]
The following is a DFT calculation (ωB97M-V/def2-TZVPD) of a structure of composition C31H37Cl2N4O6Si2Zn.

Positions of all 83 atoms, in Å:
1 Zn 0.79883 0.15999 0.58284
2 C 2.71908 0.77866 -2.05339
3 Si 1.26911 1.94885 -1.82805
4 C 1.76392 3.54839 -2.71077
5 C -0.16043 1.15776 -2.77608
6 C 0.79698 2.12894 -0.02897
7 C -0.51890 2.74759 0.26390
8 C -1.21669 3.56485 -0.64671
9 C -2.44651 4.09589 -0.31679
10 C -2.98406 3.84339 0.93905
11 C -2.22940 3.06694 1.79979
12 N -1.05370 2.53091 1.48581
13 Si 2.04092 3.04694 1.05684
14 C 1.73984 4.90030 0.82827
15 C 3.82917 2.71755 0.59996
16 C 1.85419 2.72285 2.89598
17 H 2.99514 0.75998 -3.11218
18 H 2.45470 -0.23974 -1.76242
19 H 3.60116 1.06938 -1.48438
20 H 2.01027 3.33075 -3.75396
21 H 2.65571 3.97689 -2.24601
22 H 0.99154 4.32002 -2.70566
23 H 0.12998 0.99602 -3.81819
24 H -1.07844 1.74826 -2.77241
25 H -0.38780 0.17663 -2.34604
26 H -0.78325 3.77981 -1.61236
27 H -2.97942 4.71248 -1.03128
28 H -3.94311 4.23832 1.24443
29 H -2.59893 2.84402 2.79720
30 H 1.79952 5.19686 -0.22204
31 H 2.48520 5.47630 1.38389
32 H 0.75278 5.18905 1.19950
33 H 4.06584 2.98809 -0.43079
34 H 4.08624 1.67024 0.76485
35 H 4.46266 3.32367 1.25404
36 H 0.86779 3.02797 3.24946
37 H 2.60535 3.30653 3.43728
38 H 2.01747 1.66875 3.12590
39 O 5.16153 -4.05265 1.09938
40 C 4.29195 -3.22294 1.00785
41 C 3.10730 -3.26413 0.05666
42 O 2.87270 -4.14602 -0.75446
43 C 2.35013 -2.05252 0.32857
44 C 2.95502 -1.29226 1.34396
45 O 2.44772 -0.17767 1.72485
46 C 4.17768 -1.94197 1.82479
47 O 4.95257 -1.56576 2.67919
48 O 1.25752 -1.64944 -0.23179
49 C 0.55508 -2.49409 -3.42547
50 C -0.56605 -3.11405 -2.64211
51 C -1.88965 -2.74062 -2.83916
52 C -2.90896 -3.27681 -2.06041
53 C -2.60978 -4.21107 -1.08422
54 N -3.65406 -4.71904 -0.23829
55 C -3.55371 -4.76399 1.13598
56 O -4.08564 -5.63531 1.80117
57 N -2.81728 -3.75062 1.72064
58 C -2.69611 -2.44062 1.18459
59 C -3.80733 -1.71514 0.78848
60 C -3.62168 -0.45520 0.25005
61 C -2.33825 0.05293 0.17171
62 N -1.26771 -0.62633 0.58902
63 C -1.44267 -1.86364 1.05370
64 C -1.29264 -4.61783 -0.90048
65 C -0.27966 -4.06559 -1.66208
66 H 0.17921 -1.83243 -4.20662
67 H 1.18113 -3.26077 -3.88417
68 H 1.19186 -1.92059 -2.74991
69 H -2.12767 -1.99791 -3.59283
70 H -3.93426 -2.95024 -2.18679
71 H -4.16944 -5.51459 -0.58322
72 H -2.75719 -3.84616 2.72274
73 H -4.79457 -2.15036 0.88290
74 H -4.45557 0.13929 -0.09664
75 H -2.15817 1.03197 -0.24893
76 H -0.55096 -2.41780 1.31436
77 H -1.06148 -5.34445 -0.13017
78 H 0.75318 -4.33849 -1.47704
79 Cl -2.66668 0.03265 3.94661
80 C -0.94415 0.48037 4.03112
81 Cl 0.11244 -0.92506 3.88053
82 H -0.76740 0.93506 4.99806
83 H -0.74110 1.16181 3.20739

Atoms 1-6, force components in eV/Å:
0.037 -0.005 -0.186
0.004 -0.002 0.000
-0.005 0.003 0.010
-0.003 0.008 -0.003
0.011 0.000 -0.009
0.007 -0.002 -0.021

Calculated values
Spin multiplicity   1
Charge   -1
Highest occupied orbital energy   -4.68 eV
Frontier orbital gap   6.8 eV
Maximum force   0.19 eV Å⁻¹

[3]
The following is a DFT calculation (ωB97M-V/def2-TZVPD) of a structure of composition C31H37Cl2NO4PS3Se2Y.

Positions of all 82 atoms, in Å:
1 Y 0.21221 0.11748 1.38825
2 C -0.55725 -2.89392 -3.61552
3 C -0.26814 -4.13930 -2.77382
4 S 0.87567 -3.79329 -1.41344
5 C -0.00892 -4.45357 0.01485
6 C -1.43901 -3.98629 0.23056
7 S -1.67773 -2.22400 0.59867
8 C -2.94876 -1.74686 -0.58434
9 C -2.70024 -1.95266 -2.08931
10 S -1.08402 -1.41542 -2.71802
11 H 0.36100 -2.57342 -4.11377
12 H -1.27160 -3.14809 -4.40456
13 H -1.19958 -4.55172 -2.38497
14 H 0.15052 -4.90226 -3.43682
15 H -0.01238 -5.54683 -0.00409
16 H 0.60868 -4.12520 0.85512
17 H -2.06631 -4.20632 -0.63395
18 H -1.84627 -4.54727 1.07332
19 H -3.88325 -2.25122 -0.32456
20 H -3.09500 -0.68984 -0.36936
21 H -2.83242 -3.00260 -2.35578
22 H -3.47999 -1.39605 -2.61426
23 O -3.16912 2.85802 1.61631
24 C -2.20269 2.28965 1.12553
25 O -1.84101 1.07375 1.37467
26 C -1.33186 3.02024 0.09682
27 P -0.91870 1.84664 -1.27146
28 C -2.50186 2.06831 -2.23619
29 C -2.59823 2.50343 -3.56157
30 C -3.82148 2.54685 -4.22248
31 C -4.98746 2.16778 -3.57578
32 C -4.91744 1.75369 -2.25234
33 C -3.69581 1.70116 -1.59738
34 C 0.24982 2.76937 -2.32817
35 C 0.79694 4.00506 -2.00109
36 C 1.69470 4.62972 -2.85813
37 C 2.04694 4.03427 -4.05927
38 C 1.51835 2.79315 -4.38985
39 C 0.64023 2.16128 -3.52435
40 H -0.39974 3.30253 0.59014
41 H -1.84885 3.91206 -0.25524
42 H -1.70845 2.81943 -4.08931
43 H -3.85724 2.88774 -5.25158
44 H -5.94046 2.20331 -4.09144
45 H -5.81740 1.47424 -1.71661
46 H -3.67931 1.39263 -0.56077
47 H 0.54955 4.47315 -1.05692
48 H 2.13505 5.57652 -2.56877
49 H 2.75604 4.51817 -4.72075
50 H 1.81281 2.30397 -5.31157
51 H 0.25039 1.17809 -3.76795
52 O 3.48325 -2.58504 5.97466
53 C 2.34402 -3.38718 5.65746
54 C 1.56185 -2.79412 4.47589
55 C 0.29218 -3.66561 4.43484
56 O -0.46955 -3.59814 3.25184
57 C 2.45208 -2.98634 3.23517
58 Se 2.19443 -1.99625 1.55106
59 C 1.27343 -1.31155 4.79088
60 Se -0.43908 -0.57120 4.15184
61 H 3.91926 -2.97688 6.73569
62 H 1.67525 -3.44478 6.52825
63 H 2.66590 -4.40502 5.39877
64 H -0.33170 -3.40149 5.30056
65 H 0.58813 -4.71662 4.54290
66 H -0.74898 -2.66073 3.19356
67 H 2.44517 -4.05247 2.98416
68 H 3.46954 -2.74100 3.53586
69 H 2.09060 -0.70495 4.40373
70 H 1.26738 -1.17689 5.87396
71 Cl 3.71188 1.94129 -1.85904
72 C 3.45018 2.77928 -0.34309
73 C 4.30964 3.80311 -0.01126
74 C 4.19154 4.49855 1.19202
75 C 3.19554 4.09001 2.08312
76 C 2.35333 3.06981 1.72647
77 Cl 1.19412 2.44609 2.90003
78 C 2.32995 2.34380 0.46339
79 N 1.42103 1.45883 0.18572
80 H 5.09582 4.05453 -0.71453
81 H 4.87109 5.30358 1.43903
82 H 3.09178 4.55179 3.05842

Atoms 1-6, force components in eV/Å:
0.480 0.280 -0.378
0.060 -0.043 -0.002
-0.042 0.020 -0.086
0.042 -0.019 0.012
-0.035 0.059 0.099
-0.079 -0.018 0.002

Calculated values
Spin multiplicity   1
Charge   -2
Highest occupied orbital energy   -1.00 eV
Frontier orbital gap   4.8 eV
Maximum force   0.71 eV Å⁻¹